C68H155N9O11 | wB97M-V/def2-TZVPD

The calculation puts the HOMO-LUMO gap at 0.292 Ha. As for the HOMO energy: -7.55 eV. As for the SMILES: CC1(C)CCCC(C)(C)N1O.CC1(C)CCCC(C)(C)N1O.CC1(C)CCCC(C)(C)N1O.CC1(C)CCCC(C)(C)N1O.CC1(C)CCCC(C)(C)N1O.CC1(C)CCCC(C)(C)N1O.COC[C@H](C)N.COC[C@H](C)N.COC[C@H](C)N.CO.CO. Its total charge is 0. For the energy, the calculation gives -4003.717335 a.u. For the energy relative to the best compared isomer or geometry (same formula, charge and spin), the calculation gives 708.4 kJ/mol.

Positions of all 243 atoms, in Å:
C: -6.1858 -0.6025 -0.5495
C: -6.4550 -1.0195 0.9501
C: -7.6120 -1.9726 1.0862
C: -5.2284 -1.7891 1.4906
C: -4.0827 -0.8004 1.6855
C: -4.4680 0.3526 2.6268
C: -5.7597 1.1405 2.3261
C: -6.1572 1.9627 3.5379
C: -5.4916 2.2115 1.1561
N: -6.7284 0.1486 1.8086
O: -7.9364 0.7815 1.5668
H: -6.0216 -1.3660 -1.3098
H: -7.0319 -0.1030 -1.0215
H: -5.3457 0.0545 -0.7748
H: -7.6321 -2.6398 0.2246
H: -7.5524 -2.6602 1.9298
H: -8.5930 -1.5094 1.1920
H: -5.3958 -2.5494 2.2535
H: -4.8980 -2.3489 0.6156
H: -3.1139 -1.2656 1.8674
H: -3.8868 -0.3908 0.6945
H: -3.5230 0.8944 2.6658
H: -4.6621 -0.1996 3.5463
H: -7.0505 2.5630 3.3655
H: -5.3766 2.6792 3.7936
H: -6.4318 1.3818 4.4184
H: -4.7700 2.9860 1.4159
H: -6.3803 2.8185 0.9836
H: -5.1390 1.8028 0.2091
H: -8.3675 0.3969 2.3334
C: 7.6687 0.4717 1.5374
C: 6.2460 -0.0729 2.0221
C: 5.4289 -0.2120 0.7506
C: 6.5512 -1.4625 2.7611
C: 5.4192 -2.0714 3.6876
C: 4.9731 -1.0792 4.6357
C: 4.6698 0.3123 3.9691
C: 3.2330 0.3778 3.4433
C: 4.6060 1.2936 5.2082
N: 5.6619 0.8631 3.0060
O: 5.6455 2.2121 2.6495
H: 8.3033 0.6128 2.4123
H: 8.1391 -0.3240 0.9598
H: 7.6987 1.3998 0.9666
H: 5.1336 0.7608 0.3576
H: 5.9247 -0.8158 -0.0095
H: 4.5165 -0.7754 0.9461
H: 6.7320 -2.1633 1.9460
H: 7.4809 -1.4610 3.3301
H: 4.6827 -2.4167 2.9621
H: 5.7911 -2.8941 4.2983
H: 5.7350 -0.8505 5.3809
H: 4.1758 -1.4748 5.2650
H: 2.6376 -0.2485 4.1077
H: 3.1149 -0.2349 2.5496
H: 3.0729 1.4333 3.2231
H: 4.2442 0.7566 6.0850
H: 4.0104 2.1800 4.9901
H: 5.5882 1.7491 5.3346
H: 6.3457 2.5987 3.1804
C: -3.8017 -4.0361 -1.9418
C: -5.0795 -4.9500 -1.9835
C: -6.2662 -4.0776 -2.4296
C: -4.9859 -5.9863 -3.1187
C: -4.0494 -7.1400 -2.7334
C: -4.4676 -7.8419 -1.4013
C: -4.7280 -6.8215 -0.2627
C: -5.6157 -7.5136 0.8406
C: -3.3630 -6.3688 0.2959
N: -5.4627 -5.6353 -0.7326
O: -5.7577 -4.7112 0.3128
H: -2.8424 -4.5419 -2.0521
H: -3.9632 -3.3747 -2.7930
H: -3.6709 -3.4927 -1.0061
H: -6.1147 -3.4522 -3.3094
H: -7.1422 -4.6810 -2.6675
H: -6.4859 -3.3992 -1.6053
H: -5.9228 -6.4702 -3.3948
H: -4.7849 -5.5179 -4.0822
H: -4.0947 -7.8772 -3.5350
H: -2.9990 -6.8605 -2.6517
H: -3.6755 -8.5091 -1.0614
H: -5.2831 -8.5394 -1.5925
H: -6.5901 -7.7886 0.4370
H: -5.9432 -6.8605 1.6494
H: -5.2134 -8.4171 1.2989
H: -2.7116 -7.2110 0.5292
H: -3.5684 -5.8171 1.2133
H: -2.7961 -5.6971 -0.3488
H: -6.6758 -4.5321 0.0970
C: -0.3618 7.4401 4.1480
C: -0.0132 6.0853 3.4649
C: 1.3290 5.6000 4.0344
C: -1.0448 4.9859 3.8263
C: -2.3597 4.8887 3.0094
C: -1.9545 4.9313 1.5599
C: -1.2924 6.3583 1.2857
C: -0.9439 6.3519 -0.2208
C: -2.2909 7.4822 1.4917
N: -0.0117 6.2476 2.0457
O: 0.9184 7.1455 1.6278
H: 0.3925 8.2188 4.0352
H: -1.3014 7.8869 3.8229
H: -0.4874 7.1870 5.2007
H: 2.1532 6.3131 4.0205
H: 1.2157 5.4657 5.1102
H: 1.6828 4.7117 3.5111
H: -0.6847 3.9690 3.6706
H: -1.3332 5.3228 4.8220
H: -2.5931 3.8384 3.1841
H: -3.0408 5.6145 3.4537
H: -2.9208 4.6956 1.1140
H: -1.3560 4.0631 1.2844
H: -1.7851 6.3583 -0.9139
H: -0.2450 5.5874 -0.5602
H: -0.4478 7.2929 -0.4585
H: -1.8734 8.4864 1.5647
H: -2.8395 7.4494 2.4330
H: -3.0119 7.6249 0.6868
H: 1.2931 6.7244 0.8508
C: -1.7156 1.2615 -3.2480
C: -1.0026 0.4724 -2.1239
C: -2.1405 -0.2495 -1.2440
C: -0.1585 -0.5652 -2.8500
C: 0.8252 -1.2528 -1.9644
C: 1.7618 -0.2441 -1.3529
C: 0.9552 0.8455 -0.5046
C: 0.5678 0.2775 0.8457
C: 2.0148 2.0165 -0.2345
N: -0.1300 1.3796 -1.2654
O: -0.8078 2.3744 -0.5366
H: -2.2838 0.7040 -3.9926
H: -2.4385 1.9231 -2.7707
H: -0.9404 1.9128 -3.6517
H: -1.6213 -0.9348 -0.5739
H: -2.8210 0.5184 -0.8762
H: -2.8308 -0.8765 -1.8083
H: -0.8433 -1.3159 -3.2444
H: 0.3812 -0.0791 -3.6628
H: 0.3539 -1.8620 -1.1932
H: 1.2720 -2.0128 -2.6053
H: 2.4518 0.1510 -2.0984
H: 2.4315 -0.7732 -0.6749
H: 0.4233 1.1175 1.5250
H: 1.3211 -0.3374 1.3383
H: -0.3745 -0.2704 0.8483
H: 3.0282 1.8867 -0.6142
H: 2.0220 2.1835 0.8426
H: 1.7495 2.9347 -0.7586
H: -0.5777 3.0884 -1.1358
C: 5.2252 5.3317 1.0176
C: 4.7632 6.6466 0.1451
C: 4.3655 7.8016 1.0133
C: 6.0777 7.0807 -0.6158
C: 5.8082 7.8645 -1.9402
C: 4.8342 7.0257 -2.7885
C: 3.5511 6.7338 -2.1057
C: 2.6615 8.0485 -2.0802
C: 2.8231 5.7114 -3.0864
N: 3.6975 6.1366 -0.7555
O: 2.5632 5.7497 -0.0790
H: 5.5586 4.4345 0.4961
H: 5.9368 5.7325 1.7395
H: 4.4184 4.9690 1.6545
H: 3.3971 7.6759 1.4977
H: 5.1766 7.8421 1.7404
H: 4.4900 8.7511 0.4927
H: 6.7662 7.6147 0.0391
H: 6.6671 6.1783 -0.7783
H: 5.4464 8.8571 -1.6721
H: 6.7542 8.0417 -2.4518
H: 5.3139 6.0558 -2.9201
H: 4.8368 7.4527 -3.7913
H: 2.9796 8.8767 -1.4469
H: 1.6237 7.8357 -1.8237
H: 2.4396 8.4258 -3.0784
H: 1.9016 5.3334 -2.6436
H: 3.4626 4.8520 -3.2876
H: 2.4663 6.0312 -4.0655
H: 2.7572 4.8185 0.0506
C: 4.3949 -7.6195 1.7004
O: 4.5759 -6.3195 1.3149
C: 3.5697 -5.3962 1.7372
C: 3.3807 -4.3710 0.6361
C: 4.6116 -3.8442 0.0122
N: 2.6425 -3.1575 1.0576
H: 5.1657 -8.3691 1.5215
H: 3.4398 -7.9622 1.3024
H: 4.3689 -7.6906 2.7878
H: 2.6021 -5.7804 2.0599
H: 3.9909 -4.9933 2.6583
H: 2.9313 -5.0019 -0.1308
H: 4.4543 -3.0520 -0.7198
H: 5.0922 -4.6496 -0.5431
H: 5.3925 -3.4082 0.6353
H: 2.6580 -2.4814 0.3075
H: 1.6733 -3.4396 1.0229
C: 0.4007 -5.0245 -0.2950
O: 0.1293 -4.9468 1.1434
C: -0.7172 -3.7984 1.5638
C: -0.7076 -3.7600 3.1257
C: -1.8582 -2.9933 3.7913
N: 0.5002 -3.2015 3.6637
H: 0.7654 -4.1299 -0.7998
H: -0.5251 -5.2614 -0.8194
H: 1.1671 -5.7529 -0.5596
H: -0.4276 -2.8579 1.0950
H: -1.7426 -4.0309 1.2764
H: -0.7686 -4.7942 3.4647
H: -1.7406 -1.9288 3.5887
H: -2.1018 -3.1806 4.8371
H: -2.7997 -3.1573 3.2671
H: 1.2953 -3.5705 3.1619
H: 0.5001 -2.2229 3.4139
C: 2.1231 -2.3131 -6.0117
O: 1.9271 -3.6788 -6.0660
C: 2.8909 -4.5310 -5.3629
C: 2.8564 -4.5776 -3.8391
C: 3.8793 -5.6265 -3.3419
N: 1.6090 -5.0146 -3.2412
H: 3.1213 -1.8753 -6.0112
H: 1.7400 -2.1061 -5.0124
H: 1.5175 -1.8210 -6.7728
H: 2.8534 -5.5882 -5.6256
H: 3.8519 -4.2045 -5.7602
H: 3.1397 -3.6114 -3.4216
H: 4.8855 -5.2509 -3.5278
H: 3.8251 -6.5971 -3.8349
H: 3.8805 -5.9258 -2.2938
H: 1.4616 -6.0121 -3.2990
H: 0.8634 -4.4092 -3.5538
C: -2.6224 0.1185 -7.9903
O: -1.5922 0.2882 -8.9005
H: -2.8819 -0.9396 -8.0259
H: -2.3790 0.3679 -6.9575
H: -3.5069 0.6085 -8.3972
H: -1.9437 0.0472 -9.7608
C: -5.5501 0.4696 -4.4646
O: -5.8578 -0.9693 -4.4975
H: -5.5399 1.0202 -5.4053
H: -6.1735 1.0846 -3.8156
H: -4.4889 0.4756 -4.2161
H: -6.7293 -1.0896 -4.8819

Forces on the atoms, in the same order (eV/Å):
C -0.507 0.121 -0.756
C 0.862 0.624 -0.038
C -1.114 -0.821 -0.343
C 1.243 0.617 -1.633
C -0.895 0.526 -0.973
C 0.635 -1.596 0.138
C 1.864 0.386 -3.209
C -1.096 -0.087 0.316
C 0.025 0.145 0.703
N 1.564 -0.318 1.860
O -0.870 -0.165 -0.003
H 0.051 -0.917 0.621
H -0.413 0.351 0.557
H 0.091 0.129 0.791
H -0.205 0.141 -0.275
H 0.432 0.277 0.314
H 0.075 0.197 -0.451
H -0.266 0.555 0.411
H -0.185 -0.570 0.072
H -0.131 -0.071 0.824
H -0.177 0.199 -0.107
H -0.487 0.902 0.602
H 0.226 0.467 0.659
H -0.032 0.056 -0.425
H 0.204 -0.261 -0.024
H 0.405 -0.353 0.065
H 0.410 -0.216 0.477
H -0.360 -0.422 -0.171
H -0.196 -0.258 0.184
H -1.116 0.568 -0.149
C -0.505 -0.734 1.078
C 1.735 0.801 0.370
C -0.973 -0.824 0.132
C -0.773 -0.079 -0.169
C 1.810 -0.439 -2.363
C 0.160 2.439 0.226
C -1.549 1.976 1.697
C 0.946 -1.544 -0.975
C 0.659 0.276 -1.161
N 1.352 -3.060 0.991
O -0.951 -0.235 -0.144
H 0.020 0.084 0.146
H -0.028 0.042 -0.202
H -0.526 -0.095 -0.067
H 0.200 0.034 -0.039
H 0.357 0.265 -0.101
H -0.297 0.060 0.127
H 0.029 -0.145 -0.075
H 0.085 0.651 0.008
H -0.593 -0.157 0.478
H 0.228 -0.491 -0.621
H 0.566 -0.214 -0.107
H -0.655 0.512 -0.307
H -0.715 1.171 0.604
H 0.278 0.285 -0.566
H -1.004 -0.277 0.213
H 0.077 0.316 0.032
H -0.487 -0.237 0.080
H 0.333 -0.502 0.594
H 0.146 0.124 0.076
C -0.477 -0.499 -0.172
C -0.194 0.166 -0.799
C -0.329 0.431 0.813
C 0.715 -1.078 0.617
C 0.017 -0.574 0.063
C -0.078 0.812 -0.735
C 0.068 -0.148 0.798
C -0.353 0.440 -0.272
C -0.164 -0.095 0.686
N -0.807 -0.858 -1.401
O 0.618 -0.351 -0.414
H -0.147 -0.362 -0.369
H 0.500 0.368 0.188
H -0.556 0.268 -0.003
H 0.577 -0.072 0.023
H -0.032 -0.179 0.356
H -0.343 0.179 -0.176
H -0.595 0.157 0.818
H 0.863 0.316 0.172
H 0.140 -0.162 -0.025
H 0.031 0.362 -0.046
H 0.234 0.165 0.005
H -0.545 0.434 0.085
H 0.109 -0.199 -0.609
H 0.691 0.362 0.067
H 0.464 0.074 -0.233
H -0.061 -0.076 0.145
H 0.201 0.050 0.152
H -0.261 -0.184 -0.190
H -0.225 0.135 0.437
C -0.308 -0.514 0.603
C -0.419 0.752 0.182
C 0.316 0.501 -0.095
C -0.753 1.069 -0.133
C 2.515 -0.745 1.203
C -1.654 1.567 0.418
C -0.283 -2.973 -1.471
C 0.687 1.036 -0.303
C -0.273 1.366 0.956
N -1.363 -1.894 -1.208
O 0.830 1.993 -0.065
H 0.224 -0.303 -0.060
H -0.029 -0.276 -0.129
H 0.122 0.448 0.290
H -0.169 0.413 -0.605
H -0.258 -0.652 -0.003
H -0.171 -0.225 0.241
H 0.948 0.258 0.863
H 0.224 -1.203 0.556
H -1.182 0.210 0.375
H -0.550 -0.241 -0.859
H -0.028 0.804 -1.243
H 0.599 0.386 0.193
H -0.423 -0.329 0.473
H -0.001 -0.345 0.413
H 0.181 0.199 -0.013
H 0.824 -0.045 -0.180
H -0.188 -0.488 -0.077
H -0.040 -0.693 -0.125
H 0.612 -0.068 -0.129
C 0.365 1.273 1.573
C -1.898 -0.517 0.792
C 1.101 0.477 -1.372
C -0.390 0.166 0.607
C 0.138 -0.684 -0.214
C -0.433 -0.164 0.676
C 3.110 -0.287 -0.650
C -0.620 0.099 0.910
C -0.690 -0.132 -0.076
N -0.307 -1.418 -2.515
O -0.261 -0.213 -0.514
H 0.562 -0.391 0.084
H -0.167 0.206 -0.017
H -0.152 -0.048 -0.658
H -0.538 0.406 0.647
H 0.544 -0.010 0.915
H 0.295 -0.146 -0.682
H -0.119 0.167 -0.349
H 0.003 -0.014 -0.185
H -0.349 0.185 0.264
H 0.817 -0.006 0.121
H -0.396 0.569 -0.194
H 0.043 0.265 0.374
H -0.251 0.022 0.112
H 0.233 -0.071 -0.349
H 0.060 -0.097 -0.177
H 0.061 -0.825 0.241
H 0.352 0.342 -0.092
H -0.595 0.097 0.150
H -0.446 0.811 0.479
C -1.156 1.989 0.404
C 1.130 -2.333 -0.233
C 0.529 0.030 0.683
C -0.562 -0.458 -0.722
C 0.189 -0.853 1.247
C 2.785 0.188 0.765
C -3.806 0.876 -1.014
C -0.740 -0.622 -0.338
C -0.329 -0.330 1.063
N 3.314 0.669 -2.184
O -0.513 0.099 -0.204
H 0.341 0.528 -0.496
H 0.502 -0.391 -0.120
H -0.379 0.187 0.021
H 0.060 0.205 -0.011
H -0.293 0.124 0.601
H -0.580 0.010 -0.222
H -0.497 0.453 0.349
H -0.194 -0.231 -0.696
H -0.390 0.037 -0.187
H 0.013 -0.168 -0.142
H 0.325 -0.174 -0.047
H -1.074 0.049 0.042
H 0.343 -0.225 0.009
H 0.002 -0.447 0.792
H 0.840 0.138 -0.361
H 0.022 -0.107 0.412
H 0.152 -0.052 0.232
H 0.492 0.898 0.046
H -0.540 -0.315 0.253
C -1.183 -1.189 1.489
O 0.396 0.833 -1.372
C 1.257 0.641 1.243
C 0.119 0.732 0.012
C 2.351 -0.332 -1.085
N -0.967 -1.219 0.095
H 0.457 0.691 -1.108
H -0.107 -0.527 0.050
H -0.515 0.107 0.503
H -0.110 -0.762 -0.498
H -0.085 0.723 0.152
H -0.608 0.514 -0.402
H -0.630 -0.014 -0.162
H 0.245 0.002 0.012
H -0.234 -0.211 0.666
H 0.512 0.122 -0.202
H -0.444 0.076 0.667
C -1.002 0.190 0.401
O 0.312 1.403 -0.818
C -0.497 -1.787 0.547
C -0.250 -0.183 0.116
C -1.026 0.299 -1.585
N 0.832 0.181 0.065
H 0.037 0.562 0.605
H -0.159 -0.287 -0.029
H -0.325 -0.328 0.695
H 0.352 0.124 -0.005
H -0.165 0.037 -0.395
H -0.004 -0.231 -0.223
H 0.366 0.274 0.512
H 0.776 -0.081 -0.016
H -0.194 -0.500 -0.151
H 0.338 -0.215 0.074
H 0.122 0.430 0.167
C -0.667 0.780 1.752
O 0.692 -3.162 -0.332
C 0.214 0.902 -0.674
C 0.471 -1.116 1.112
C 1.198 0.287 -0.491
N -0.053 1.201 0.092
H 0.554 -0.634 -0.445
H -0.226 1.300 0.131
H -0.002 -0.173 0.044
H -0.945 0.131 -0.842
H 0.465 0.087 0.453
H -0.111 0.169 0.149
H 0.178 -0.096 -0.083
H -0.322 0.071 -0.577
H -0.568 0.736 0.239
H -0.372 0.206 -0.410
H -0.539 -0.660 -0.108
C -1.394 -1.301 -0.463
O 1.530 0.653 -0.442
H -0.238 -0.325 0.601
H 0.207 0.406 -0.353
H -0.283 0.528 0.725
H 0.184 0.033 -0.039
C 0.743 -0.900 -0.289
O 0.027 1.721 -0.163
H -0.483 -0.629 -0.666
H 0.062 -0.490 0.516
H -0.236 0.218 0.688
H -0.131 0.045 -0.032